ORCA calculation (ωB97M-V/def2-TZVPD) on a structure of composition C44H33Br2N5P2PdSe2.

```
89
Properties=species:S:1:pos:R:3:mulliken_charge:R:1
Pd 2.60852 0.02151 0.19939 0.695
Se -3.10568 -3.90529 1.89739 -0.409
P -2.90858 -2.45689 0.39229 0.084
C -2.88568 -3.07349 -1.31641 0.016
C -2.87218 -2.14779 -2.35591 0.734
C -2.77388 -2.59379 -3.65871 -0.862
C -2.67528 -3.95349 -3.91721 -0.582
C -2.68508 -4.87109 -2.87911 -0.629
C -2.78788 -4.43059 -1.57141 -0.700
C -4.33958 -1.32499 0.46779 0.842
C -5.41368 -1.59469 -0.37411 -0.432
C -6.60878 -0.91949 -0.21211 -0.732
C -6.74348 0.01771 0.79959 -0.681
C -5.68538 0.26911 1.65799 -0.329
C -4.48798 -0.40969 1.50439 -0.696
C -1.28358 -1.68259 0.38249 1.170
C -0.59038 -0.47059 0.29519 -0.987
N 0.70782 -0.82529 0.17919 1.241
N 0.81042 -2.12759 0.20119 -0.789
N -0.36718 -2.66419 0.31409 -0.539
P -0.93668 1.28031 0.24229 0.881
Se 0.89812 2.34231 -0.12821 -0.372
C -1.66388 1.70981 1.83729 0.773
C -1.53498 0.84551 2.92029 -0.934
C -2.02198 1.22111 4.15679 -0.650
C -2.61558 2.46381 4.31839 -0.751
C -2.70888 3.33961 3.24629 -0.858
C -2.23328 2.96931 2.00349 -0.350
C -2.13898 1.55441 -1.08221 0.555
C -1.67068 1.52601 -2.39711 -0.594
C -2.55598 1.67711 -3.44611 -0.743
C -3.91078 1.83481 -3.18331 -0.701
C -4.37468 1.86411 -1.87531 -0.639
C -3.49538 1.72261 -0.82021 -0.284
H -2.94818 -1.08869 -2.14141 0.040
H -2.78568 -1.88129 -4.47191 0.509
H -2.60548 -4.29729 -4.93841 0.408
H -2.62138 -5.92839 -3.09051 0.409
H -2.78968 -5.12459 -0.74191 0.322
H -5.31378 -2.35349 -1.13791 0.414
H -7.44318 -1.14049 -0.86191 0.430
H -7.68268 0.53251 0.93559 0.408
H -5.80038 0.98411 2.45979 0.467
H -3.67398 -0.24679 2.19859 0.593
H -1.06688 -0.12269 2.78429 0.470
H -1.94538 0.54591 4.99579 0.616
H -3.00968 2.74961 5.28209 0.470
H -3.15098 4.31451 3.38469 0.431
H -2.29708 3.63791 1.15739 0.568
H -0.61048 1.39381 -2.58121 0.347
H -2.19258 1.67721 -4.46521 0.458
H -4.60618 1.93201 -4.00271 0.400
H -5.42708 1.99981 -1.67121 0.450
H -3.85488 1.74101 0.19739 0.386
Br 0.83812 0.52391 6.57599 -0.106
C 1.51982 0.37281 4.81549 0.081
C 1.81962 1.51651 4.07099 -0.586
C 2.33152 1.36381 2.80879 -0.295
N 2.53862 0.15441 2.23749 0.135
C 2.27012 -0.94649 2.97579 -0.395
C 1.76702 -0.88369 4.25229 -0.570
H 1.66722 2.49831 4.48849 0.477
H 2.60892 2.22541 2.21009 0.518
H 2.49252 -1.90189 2.50889 0.444
H 1.58002 -1.78539 4.81439 0.478
Br 3.33312 3.01701 -4.57231 -0.174
C 2.88302 1.33731 -3.80021 -0.338
C 2.33242 0.32881 -4.59091 -0.107
C 2.05232 -0.88259 -3.95351 -0.780
C 2.28772 -1.02829 -2.60651 -0.285
N 2.80122 -0.03409 -1.84901 0.036
C 3.11512 1.13301 -2.46031 -0.138
H 2.17302 0.46901 -5.64611 0.521
H 1.65682 -1.70729 -4.52381 0.474
H 2.07942 -1.96369 -2.09631 0.488
H 3.56792 1.90221 -1.84171 0.536
C 4.56132 0.35661 0.28689 -1.326
C 5.77782 0.38051 0.28109 0.290
C 7.18882 0.49061 0.32639 0.585
C 7.76922 1.55241 1.02749 -0.456
C 9.14182 1.68081 1.08699 -0.430
C 9.95832 0.75221 0.46019 -0.465
C 9.39102 -0.31009 -0.22851 -0.419
C 8.01732 -0.44129 -0.30321 -0.496
H 7.13032 2.26741 1.52329 0.413
H 9.58092 2.50081 1.63659 0.373
H 11.03242 0.84961 0.52289 0.376
H 10.03162 -1.04359 -0.69821 0.371
H 7.57992 -1.27729 -0.82991 0.425
```

Output
* multiplicity: 1
* F_max: 0.03637 Eh/bohr
* E_LUMO: -0.26 eV
* Kohn-Sham gap: 0.2639 Eh


ORCA calculation (ωB97M-V/def2-TZVPD) on a structure of composition C44H33Cl5IIrP3S2.

```
89
Properties=species:S:1:pos:R:3:mulliken_charge:R:1
Ir -0.12396 -1.78724 -0.56179 1.299
S -1.79746 0.45316 -1.74229 -0.473
P -1.84346 0.86496 0.20711 1.390
C -0.57006 -0.14684 0.85611 -0.884
P 0.56054 0.09196 2.17401 1.204
S 2.12894 -1.09124 1.84021 -0.372
C 1.27944 1.76176 2.35481 0.364
C 0.72454 2.72686 3.18211 -0.298
C 1.34754 3.95746 3.29831 -0.715
C 2.51544 4.22306 2.59941 -0.680
C 3.07824 3.25026 1.78951 -0.643
C 2.45854 2.02286 1.66601 -0.388
C -0.14746 -0.28424 3.82111 0.270
C -1.51606 -0.33444 4.03961 0.188
C -1.99796 -0.70694 5.28211 -1.119
C -1.11876 -1.03464 6.30011 -0.559
C 0.24984 -0.96584 6.08731 -0.717
C 0.73754 -0.59194 4.84921 -0.970
C -3.45976 0.35276 0.87191 0.789
C -3.59156 -0.94264 1.35361 -0.446
C -4.82856 -1.39814 1.76981 -0.775
C -5.93556 -0.57234 1.67681 -0.740
C -5.80496 0.71586 1.18341 -0.631
C -4.56956 1.18376 0.77411 -0.713
C -1.80206 2.66806 0.46361 0.378
C -1.47656 3.50016 -0.60039 -0.664
C -1.49926 4.87286 -0.43139 -0.705
C -1.83166 5.41486 0.80051 -0.624
C -2.14516 4.58086 1.86371 -0.763
C -2.13456 3.20856 1.70151 -0.147
H -0.17016 2.50516 3.74721 0.415
H 0.92684 4.70616 3.95151 0.430
H 3.00084 5.18086 2.70291 0.407
H 4.00844 3.43406 1.27031 0.476
H 2.90504 1.23536 1.07431 0.322
H -2.20096 -0.09064 3.23911 0.437
H -3.06386 -0.74674 5.44921 0.477
H -1.49826 -1.34694 7.26111 0.392
H 0.93694 -1.21144 6.88371 0.412
H 1.80324 -0.54824 4.66581 0.359
H -2.72246 -1.58784 1.38771 0.289
H -4.92406 -2.40124 2.15801 0.513
H -6.90446 -0.93884 1.98111 0.412
H -6.67156 1.35656 1.10951 0.425
H -4.46286 2.18716 0.38521 0.499
H -1.25156 3.06206 -1.56449 0.349
H -1.28066 5.52576 -1.26439 0.435
H -1.86316 6.48746 0.92911 0.406
H -2.42266 5.00616 2.81581 0.459
H -2.41306 2.55496 2.51731 0.505
Cl 1.13424 -3.90834 -2.26929 -0.155
C -0.54356 -3.92454 -2.66369 0.746
C -1.36936 -3.02014 -1.99709 -1.070
C -2.72646 -3.13314 -2.29129 0.958
Cl -3.86676 -2.12094 -1.49109 -0.167
C -3.22686 -4.06334 -3.20599 -0.341
Cl -4.91606 -4.18584 -3.48809 -0.174
C -2.35576 -4.90984 -3.88329 0.505
Cl -2.95456 -6.04764 -5.02369 -0.193
C -0.99336 -4.84034 -3.60489 -0.198
Cl 0.10554 -5.87574 -4.42419 -0.198
C 1.55194 1.16756 -1.90299 -1.445
P 1.77594 -0.65074 -1.80149 1.203
C 1.81844 -1.00004 -3.59309 0.829
C 0.60314 -1.22694 -4.22949 -0.093
C 0.56014 -1.46954 -5.58929 -0.830
C 1.73484 -1.47854 -6.32459 -0.626
C 2.94554 -1.22994 -5.69829 -0.769
C 2.99404 -0.98854 -4.33639 -0.751
C 3.53064 -0.84084 -1.34549 0.705
C 4.33404 0.22706 -0.96009 -0.411
C 5.66484 0.02026 -0.64089 -0.753
C 6.21254 -1.24884 -0.71449 -0.627
C 5.41804 -2.31814 -1.09399 -0.781
C 4.08484 -2.11884 -1.39799 -0.449
H 2.35034 1.62236 -2.48829 0.672
H 1.50074 1.61116 -0.90849 0.228
H 0.60144 1.33886 -2.40569 0.474
H -0.31096 -1.21724 -3.64999 0.268
H -0.38836 -1.65144 -6.07319 0.482
H 1.70624 -1.67344 -7.38649 0.403
H 3.86044 -1.21804 -6.27459 0.428
H 3.94414 -0.79344 -3.85669 0.396
H 3.93384 1.22846 -0.91499 0.386
H 6.27764 0.85776 -0.33939 0.405
H 7.25424 -1.40394 -0.47609 0.384
H 5.83614 -3.31214 -1.15389 0.431
H 3.46824 -2.95644 -1.68649 0.153
I -0.16836 -3.60974 1.41521 -0.300
```

Output
* energy above the lowest of the compared OMol25 structures with the same formula, charge and spin: 66.5 kcal/mol
* multiplicity: 2
* ⟨S²⟩: 1.05
* F_max: 0.02836 Eh/bohr
* E_LUMO (spin up / spin down): -2.24 / -1.67 eV
* Kohn-Sham gap (spin up / spin down): 0.1915 / 0.2112 Eh


ORCA calculation (ωB97M-V/def2-TZVPD) on a structure of composition C44H34N15O2Re.

```
96
Properties=species:S:1:pos:R:3:mulliken_charge:R:1
Re 0.97957 -1.50737 -0.26355 1.674
C 3.05175 2.30052 -0.28366 -1.062
C 2.19081 3.14680 0.41434 -1.224
C 0.90965 2.71626 0.69183 -0.280
C 0.47523 1.44158 0.33334 -0.434
N 1.36816 0.58300 -0.23768 1.009
C 2.61086 1.04295 -0.57814 -0.301
N -0.86944 1.16655 0.48436 0.538
C -1.50086 0.07614 0.35264 0.164
N -0.91912 -1.19321 0.17804 1.243
C -1.93084 -2.17999 0.17479 -0.185
N -1.78865 -3.43794 0.19992 -0.478
C -0.60587 -4.14016 0.26035 0.395
C -0.73320 -5.47867 0.62378 -0.632
C 0.36959 -6.29471 0.73274 -0.431
C 1.62397 -5.76157 0.44361 -1.015
C 1.71266 -4.45079 0.07778 -0.095
N 0.63089 -3.60874 -0.01710 0.013
C -3.21639 -1.48511 0.22597 -0.100
C -4.49140 -2.01210 0.20545 -0.506
C -5.55080 -1.11874 0.31465 -0.980
C -5.31721 0.24960 0.44017 -1.191
C -4.02651 0.77297 0.46385 0.241
C -2.96809 -0.11432 0.35805 0.069
H 4.04096 2.61390 -0.59650 0.549
H 2.50339 4.14233 0.70927 0.559
H 0.21401 3.38012 1.18092 0.418
H 3.25566 0.36180 -1.11237 0.333
H -1.73382 -5.83744 0.81614 0.555
H 0.26248 -7.33271 1.02771 0.462
H 2.52440 -6.35895 0.49296 0.511
H 2.67900 -4.04304 -0.15237 0.454
H -4.65211 -3.08101 0.10278 0.623
H -6.56967 -1.48964 0.30099 0.470
H -6.16042 0.92719 0.52180 0.551
H -3.86945 1.83787 0.54985 0.915
C -0.41356 0.20477 4.85464 -1.012
N 0.44271 -0.30870 3.74199 0.941
C 0.08795 -1.02324 2.69329 -0.398
N 1.16936 -1.23825 1.92147 -0.058
C 2.18507 -0.59213 2.60359 -0.682
N 1.77555 -0.02174 3.70149 -0.957
C -1.58929 1.07885 4.42585 0.371
C -2.82784 0.89927 5.03149 -1.036
C -3.88489 1.74943 4.73341 -0.928
C -3.73051 2.77390 3.80621 -0.279
C -2.50513 2.95611 3.18218 -0.062
C -1.43720 2.11581 3.50975 0.465
C -2.29465 3.99163 2.13218 -0.191
N -1.66704 5.12118 2.17813 -0.388
N -1.50081 5.53845 0.84515 -0.316
C -2.03669 4.62421 0.10072 0.172
O -2.62060 3.66691 0.85058 -0.023
C -1.88789 4.40223 -1.34942 0.027
C -1.45901 5.44635 -2.16353 -0.839
C -1.20376 5.21001 -3.50471 -0.828
C -1.33711 3.93365 -4.03585 -0.914
C -1.74506 2.87909 -3.23171 0.553
C -1.86071 1.48458 -3.83423 -1.243
N -0.79089 0.54368 -3.37499 0.904
C -0.86841 -0.42846 -2.49316 -0.520
N 0.36679 -0.93802 -2.28694 -0.112
C 1.16209 -0.18770 -3.13798 -0.437
N 0.49257 0.70864 -3.80008 -0.949
C -2.04532 3.12291 -1.89161 0.794
H 0.26882 0.75960 5.49000 0.324
H -0.76859 -0.64951 5.42540 0.446
H -0.91519 -1.38699 2.52633 0.643
H 3.21750 -0.54683 2.29398 0.716
H -2.96730 0.11074 5.76635 0.467
H -4.83592 1.61578 5.23421 0.463
H -4.56180 3.43163 3.57976 0.586
H -0.46341 2.29973 3.07044 0.731
H -1.33520 6.43543 -1.73591 0.580
H -0.88705 6.02329 -4.14455 0.441
H -1.11988 3.76391 -5.08730 0.431
H -1.76370 1.54293 -4.91262 0.510
H -2.81532 1.02208 -3.59683 0.317
H -1.79279 -0.77151 -2.05098 0.817
H 2.23015 -0.31124 -3.25588 0.658
H -2.38919 2.31702 -1.24828 0.308
N 7.12425 -3.46369 -3.72111 -0.304
C 6.91579 -2.72152 -2.61364 0.212
O 7.76982 -2.14132 -1.98807 -0.550
C 5.48448 -2.58562 -2.10076 0.787
C 4.32124 -2.89304 -2.80090 -0.905
C 3.09779 -2.60704 -2.23709 -0.773
N 2.97478 -2.03052 -1.02009 0.012
C 4.11137 -1.78601 -0.32014 -0.211
C 5.35846 -2.04375 -0.82446 -0.687
H 8.07383 -3.55344 -4.04921 0.268
H 6.42089 -4.00599 -4.18403 0.152
H 4.33541 -3.33919 -3.78795 0.329
H 2.18130 -2.85573 -2.75811 0.617
H 4.00037 -1.35560 0.66171 0.157
H 6.25417 -1.82042 -0.25484 0.570
```

Output
* energy above the lowest of the compared OMol25 structures with the same formula, charge and spin: 0.0 kcal/mol
* total charge: +3
* multiplicity: 4
* ⟨S²⟩: 3.77
* F_max: 0.01796 Eh/bohr
* E_LUMO (spin up / spin down): -9.01 / -10.33 eV
* Kohn-Sham gap (spin up / spin down): 0.2362 / 0.1880 Eh


| no. | E_tot (a.u.) |
| --- | --- |
| 1 | -12731.76194 |
| 2 | -6219.90302 |
| 3 | -2746.43702 |